Record 1
DFT (wB97M-V/def2-TZVPD) results for a cluster of 2 separate species, C6H12Cl in total at a distorted geometry.

Results
LUMO level (alpha / beta)   1.12 / -4.03 eV
⟨S²⟩   0.752
M   119.61 g mol⁻¹
Orbital gap (alpha / beta)   11.551 / 6.391 eV
Multiplicity   2
HOMO level (alpha / beta)   -10.43 / -10.42 eV

Structure (XYZ):
```
19
Properties=species:S:1:pos:R:3:forces:R:3:mulliken_charge:R:1
Cl 3.33250 -1.61275 0.00000 -0.02 0.02 0.00 -0.04
H -1.52044 -1.47333 0.00000 0.62 -0.22 0.00 0.33
C -0.41312 -1.38379 0.00000 0.57 0.50 0.00 -0.54
C 0.04873 -0.63482 -1.26148 -0.57 0.11 0.07 -0.29
C -0.41606 0.84997 -1.25564 0.37 -1.16 -0.42 -0.68
C 0.02938 1.56193 0.00000 -0.19 -0.03 0.00 -0.55
C -0.41606 0.84997 1.25565 0.37 -1.16 0.42 -0.68
C 0.04873 -0.63482 1.26148 -0.57 0.11 -0.07 -0.29
H 0.10708 -2.35481 0.00000 -0.72 -0.03 0.00 0.24
H 1.15694 -0.71842 -1.32396 -0.53 0.18 -0.15 0.04
H -0.41083 -1.13884 -2.12698 0.49 0.14 0.05 0.28
H 0.01087 1.33152 -2.14214 -0.25 0.10 0.08 0.31
H -1.51437 0.84998 -1.34498 0.25 0.14 0.02 0.33
H 1.11851 1.63434 0.00000 0.09 0.17 0.00 0.30
H -0.40447 2.54966 0.00000 0.14 0.60 0.00 0.29
H 0.01087 1.33152 2.14214 -0.25 0.10 -0.08 0.31
H -1.51437 0.84998 1.34498 0.25 0.14 -0.02 0.33
H -0.41083 -1.13884 2.12698 0.49 0.14 -0.05 0.28
H 1.15694 -0.71842 1.32396 -0.53 0.18 0.15 0.04
```
Positions in Å, forces in eV/Å.

***

Record 2
DFT (wB97M-V/def2-TZVPD) results for a cluster of 3 separate species, C4H16N2O2 in total at a distorted geometry.

Results
LUMO level   0.66 eV
M   124.18 g mol⁻¹
Orbital gap   9.198 eV
Multiplicity   1
HOMO level   -8.53 eV

Structure (XYZ):
```
24
Properties=species:S:1:pos:R:3:forces:R:3:mulliken_charge:R:1
C -0.52589 -0.46767 -2.18607 -2.70 1.94 2.69 -0.93
N -0.33069 -1.39406 -1.05192 1.89 0.72 -0.63 0.12
C -0.41531 -2.81859 -1.27113 -1.28 0.89 -0.05 -1.01
C -0.99532 -0.98744 0.18785 -0.16 0.33 -0.48 -0.93
C -0.41934 0.38706 0.68209 0.44 0.14 -1.54 -0.21
N 1.09253 0.45057 0.72304 -4.78 1.88 -2.43 -0.31
H 0.06502 0.46541 -2.14062 -0.15 -0.20 0.99 0.21
H -0.30596 -0.66341 -3.18414 0.29 -2.05 -1.52 0.39
H -1.64850 -0.11689 -2.13908 1.68 -0.42 -0.44 0.26
H 0.00407 -3.28324 -0.40225 0.61 -0.68 0.13 0.30
H -0.03491 -3.15024 -2.22419 0.62 0.03 -0.06 0.30
H -1.46660 -3.07917 -1.27288 -0.70 -0.58 -0.09 0.38
H -2.10296 -0.89230 -0.10661 0.99 0.05 1.04 0.36
H -0.85227 -1.78200 0.99843 -0.20 0.99 -1.25 0.38
H -0.79604 1.20749 -0.00516 0.35 -0.94 0.74 0.20
H -0.82470 0.61314 1.66616 0.00 -0.16 -0.12 -0.02
H 1.37025 0.56692 1.60090 1.88 -0.02 4.24 0.28
H 1.53812 -0.18681 0.17212 1.26 -2.23 -1.41 0.19
O 0.07489 2.20299 3.45507 -0.02 -1.40 -2.31 -0.66
H -0.47314 1.42317 3.16284 0.55 1.20 1.07 0.40
H 0.55249 2.33217 2.58530 -0.43 0.49 1.40 0.35
O 2.19562 3.40284 0.52689 0.26 -2.60 -1.18 -0.68
H 1.82267 3.34837 -0.39067 0.34 0.38 1.20 0.31
H 2.47599 2.42169 0.61405 -0.74 2.25 0.02 0.33
```
Positions in Å, forces in eV/Å.

***

Record 3
DFT (wB97M-V/def2-TZVPD) results for a cluster of 3 separate species, C3H8O in total.

Results
LUMO level   0.00 eV
M   60.10 g mol⁻¹
Orbital gap   9.247 eV
Multiplicity   1
HOMO level   -9.25 eV

Structure (XYZ):
```
12
Properties=species:S:1:pos:R:3:forces:R:3:mulliken_charge:R:1
C -1.50296 0.21457 -0.01487 -0.01 0.01 0.08 -1.02
C -0.08775 -0.09400 -0.37164 0.08 0.11 -0.04 -0.37
C 1.07069 0.50013 0.29065 -0.32 -0.12 0.07 0.05
O 2.21147 -0.08149 0.08376 0.01 -0.07 0.04 -0.63
H -1.56790 0.76366 0.92921 0.02 -0.09 -0.14 0.32
H -2.04557 -0.73026 0.10307 0.08 0.11 -0.03 0.31
H -2.01387 0.77617 -0.80488 0.09 -0.10 0.10 0.30
H 0.68348 -1.72587 0.14984 -0.01 0.01 0.01 0.09
H 0.11271 -0.45453 -1.37961 -0.01 0.01 0.14 0.46
H 0.82900 0.91602 1.29012 0.08 -0.06 -0.16 0.32
H 0.82842 1.36070 -0.46075 0.02 0.08 -0.05 0.14
H 1.48229 -1.44511 0.18509 -0.02 0.11 -0.04 0.03
```
Positions in Å, forces in eV/Å.